(1)
# C7H14CeOPS

A molecular structure, C7H14CeOPS (ωB97M-V/def2-TZVPD, the OMol25 dataset).

Lowest unoccupied orbital energy (spin up / spin down) (eV): -3.641 / -3.638
HOMO level (spin up / spin down) (eV): -9.802 / -9.798
E_tot (Ha): -1564.54593
Orbital gap (spin up / spin down) (eV): 6.1608 / 6.1605
Net charge: +1

Geometry as XYZ:
```
25
Properties=species:S:1:pos:R:3:forces:R:3
C -2.73380 -0.25290 -0.24934 0.44 -0.02 -0.27
C -3.52710 -0.36010 -1.39562 -0.28 -0.02 -0.37
C -3.15194 -0.17080 -2.74921 0.40 -0.10 0.50
C -1.85042 0.16617 -3.17592 -0.91 -0.05 -0.44
C -0.72729 0.37544 -2.37878 0.37 -0.10 0.36
Ce -0.74794 0.78384 -0.21850 -1.78 0.39 -1.09
P -1.03423 -0.84979 2.59505 -0.33 0.02 1.07
H -3.23884 -0.41865 0.71815 -0.08 0.00 -0.34
H -4.58522 -0.63854 -1.28166 0.33 0.15 0.13
H -3.92151 -0.33926 -3.51949 0.47 0.18 0.49
H 0.22014 0.59034 -2.91622 -0.42 -0.13 0.17
H -1.79093 0.26050 -4.27309 0.31 0.02 0.46
H -0.34353 -1.97503 3.08232 0.17 0.02 -0.09
H -2.29185 -1.28773 3.12060 0.35 0.26 -0.47
H -0.74527 -0.02063 3.74117 -0.04 -0.36 -0.49
C 3.99558 0.31826 -0.12542 0.40 -0.12 0.04
S 2.32520 -0.07766 0.39488 0.06 1.40 -0.57
C 2.38293 0.35134 2.15682 0.69 -0.19 -0.04
O 1.56054 1.10016 -0.29480 0.45 -0.94 0.78
H 4.70250 -0.39164 0.31499 -0.12 0.09 -0.04
H 4.23001 1.34794 0.17345 -0.20 -0.28 0.03
H 4.03266 0.24756 -1.22057 -0.20 -0.12 0.34
H 3.30482 0.91225 2.34365 -0.24 -0.08 0.10
H 1.52193 0.94564 2.49131 0.15 -0.29 -0.43
H 2.41355 -0.61669 2.66624 0.01 0.26 0.18
```
Forces are in eV/Å.

Want to see where the charge sits? The Löwdin charges in e are:
1. C -0.31
2. C -0.20
3. C -0.12
4. C -0.20
5. C -0.28
6. Ce 1.09
7. P 0.72
8. H 0.01
9. H 0.10
10. H 0.11
11. H 0.05
12. H 0.11
13. H -0.12
14. H -0.09
15. H -0.10
16. C -0.21
17. S 0.93
18. C -0.23
19. O -0.68
20. H 0.08
21. H 0.08
22. H 0.08
23. H 0.07
24. H 0.05
25. H 0.06

***

(2)
# C7H14F3N

A single C7H14F3N molecule (ωB97M-V/def2-TZVPD, the OMol25 dataset).

Lowest unoccupied orbital energy (eV): 0.797
SMILES string: CC(C)[C@H]([C@H](C)N)C(F)(F)F
HOMO level (eV): -8.934
Energy relative to the best compared isomer or geometry (same formula, charge and spin) (eV): 0.4821
E_tot (Ha): -629.42243
Orbital gap (eV): 9.7318

Geometry as XYZ:
```
25
Properties=species:S:1:pos:R:3:forces:R:3
C -1.20708 -2.14920 0.05202 0.28 -0.64 -1.59
C -0.84601 -0.77300 -2.09810 -3.84 -0.51 -0.32
C -0.20789 1.92060 1.02757 -0.33 2.38 -1.92
C -0.83097 -0.80361 -0.52985 1.39 2.19 -0.30
C 0.57119 -0.33503 -0.01596 -0.51 1.05 2.26
C 0.38516 0.65064 1.43442 -3.22 -3.04 -3.23
C 1.31734 0.52449 -0.99859 -1.08 -0.55 -1.82
N 1.55437 0.64572 2.11092 1.70 -1.43 4.48
F 1.85832 -0.19899 -2.03044 0.06 -0.09 0.54
F 0.49888 1.41736 -1.63981 0.45 0.57 0.47
F 2.29544 1.23935 -0.50850 1.16 0.57 0.84
H -0.37364 -2.86646 -0.19358 -1.01 0.42 0.32
H -2.13355 -2.44850 -0.44109 0.12 -0.40 -0.25
H -1.46948 -2.21497 1.08538 0.38 0.41 0.92
H -0.45132 -1.73629 -2.45242 0.59 0.76 -0.37
H -1.97365 -0.87391 -2.41137 1.67 0.02 0.67
H -0.59588 0.20854 -2.60288 0.22 -2.02 0.66
H 0.39530 2.57320 0.29897 -1.16 -1.25 0.70
H -0.30263 2.56590 1.84444 0.04 0.92 1.84
H -1.27731 1.76819 0.77822 0.76 0.27 -0.75
H -1.47572 0.03321 -0.16402 -0.04 -0.95 -0.40
H 1.27698 -1.14247 0.25323 -0.51 0.22 -0.02
H -0.48637 0.22233 2.05203 1.53 -0.31 -0.89
H 2.13199 1.46165 2.03616 0.08 0.24 0.27
H 1.34650 0.31125 3.11324 1.26 1.17 -2.10
```
Forces are in eV/Å.

Want to see where the charge sits? The Löwdin charges in e are:
1. C -0.07
2. C -0.08
3. C -0.10
4. C -0.38
5. C -0.09
6. C -0.44
7. C -0.63
8. N 0.03
9. F 0.10
10. F 0.06
11. F 0.17
12. H 0.10
13. H 0.08
14. H 0.06
15. H 0.08
16. H 0.10
17. H 0.09
18. H 0.12
19. H 0.06
20. H 0.09
21. H 0.12
22. H 0.15
23. H 0.16
24. H 0.08
25. H 0.14

***

(3)
# C7H14FGaNO4

A molecular structure, C7H14FGaNO4 (ωB97M-V/def2-TZVPD, the OMol25 dataset).

Lowest unoccupied orbital energy (eV): 2.900
HOMO level (eV): -4.731
E_tot (Ha): -2655.58892
Orbital gap (eV): 7.6305
Net charge: -1

Geometry as XYZ:
```
28
Properties=species:S:1:pos:R:3:forces:R:3
C 0.82794 -2.72872 -2.46989 -0.10 0.40 -0.06
C 0.79580 -1.31671 -1.90839 -0.25 0.22 -0.10
O 1.02198 -1.10897 -0.72001 0.37 -0.12 -0.18
N 0.49230 -0.33979 -2.85471 0.71 -0.06 0.32
C 1.37674 0.83052 -2.69782 -0.37 -0.14 0.17
Ga -1.38678 0.14369 -2.55694 -1.10 -0.37 -0.25
F -1.98185 1.27048 -3.88272 0.33 -0.06 -0.05
H 1.49038 -3.35347 -1.87839 -0.13 -0.13 0.15
H -0.19298 -3.10826 -2.47864 -0.03 -0.18 0.03
H 1.17278 -2.66465 -3.49773 0.00 -0.16 -0.08
H 2.40893 0.52903 -2.89869 0.09 0.07 -0.04
H 1.08169 1.57492 -3.43289 0.02 0.12 -0.02
H 1.34253 1.27202 -1.69911 -0.03 0.12 0.04
H -2.25686 -1.21618 -2.68676 0.19 -0.04 -0.07
H -1.63756 0.87308 -1.19643 0.13 0.21 0.07
C 0.03809 -0.10463 4.25728 0.24 0.16 0.08
C -0.60467 0.84687 3.27943 0.09 -0.20 0.09
C -0.93818 0.24979 1.92972 -0.06 -0.21 -0.13
O -0.84000 1.38050 1.06729 0.15 0.33 0.23
C 0.02228 2.25405 1.61774 -0.02 -0.24 0.01
O 0.48645 3.20440 1.07969 0.02 0.16 0.01
O 0.30261 1.89566 2.90810 -0.08 0.05 0.00
H 0.24795 0.39614 5.20308 -0.06 -0.01 0.01
H -0.61834 -0.95346 4.45104 -0.03 0.00 -0.02
H 0.98594 -0.47050 3.86189 -0.05 -0.06 -0.09
H -1.48798 1.31511 3.72643 -0.02 0.01 -0.04
H -1.93820 -0.17437 1.87867 -0.04 0.12 -0.12
H -0.21098 -0.49656 1.59876 0.03 0.01 0.03
```
Forces are in eV/Å.

Want to see where the charge sits? The Löwdin charges in e are:
1. C -0.03
2. C -0.64
3. O 0.00
4. N -0.17
5. C -0.16
6. Ga 0.32
7. F -0.45
8. H 0.07
9. H 0.06
10. H 0.07
11. H 0.07
12. H 0.07
13. H 0.06
14. H -0.09
15. H -0.06
16. C -0.03
17. C -0.34
18. C -0.10
19. O 0.02
20. C -0.56
21. O 0.16
22. O 0.07
23. H 0.08
24. H 0.09
25. H 0.09
26. H 0.15
27. H 0.14
28. H 0.13